Density functional theory data (ωB97M-V with the def2-TZVPD basis set) for a single C3H3FP2 molecule in a non-equilibrium geometry.

The geometry in ORCA input format:
```
! wB97M-V def2-TZVPD RIJCOSX def2/J DEFGRID3
* xyz 0 1
F 3.33784 -0.63446 0.05415
C 1.80531 -0.44263 -0.03047
P 1.43656 1.20433 0.05658
C -0.32224 0.89065 0.02958
P -0.65150 -0.96827 0.04772
C 0.95500 -1.50875 -0.22130
H -0.66593 1.14990 -0.97650
H -0.91763 1.37693 0.69648
H 1.17822 -2.62562 -0.09029
*
```

Properties
Max |F| in eV Å⁻¹: 5.25
M in g/mol: 120.003
Energy relative to the best compared isomer or geometry (same formula, charge and spin) in eV: 0.500
SMILES string: FC1=PCP=C1
Kohn-Sham gap in eV: 7.4
E_HOMO in eV: -8.49

=====

Density functional theory data (ωB97M-V with the def2-TZVPD basis set) for C2H10N2O5PS3 as an isolated structure.

The geometry in ORCA input format:
```
! wB97M-V def2-TZVPD RIJCOSX def2/J DEFGRID3
* xyz -1 1
N 2.25321 -0.58624 0.74229
C 1.34490 -0.29461 -0.37760
C 1.00765 1.18262 -0.48482
S -0.35878 1.71541 0.55740
O -0.05023 3.07629 0.91718
O -0.49969 0.75201 1.63804
N -1.58373 1.62504 -0.46620
S -3.02776 1.21619 0.00164
O -3.83184 1.00220 -1.18111
O -3.56793 2.01571 1.06706
P -2.94733 -0.82884 0.85151
S -3.69028 -1.20313 2.60558
H 2.41243 0.25734 1.27950
H 1.81628 -1.23259 1.38599
H 1.80102 -0.62090 -1.31358
H 0.42002 -0.86128 -0.26290
H 1.85701 1.80776 -0.20063
H 0.72696 1.44874 -1.50257
H -1.61286 -1.21111 0.66159
H -3.60058 -1.48148 -0.20701
O 3.39356 -2.45950 -2.08863
H 3.50146 -3.30824 -1.65016
H 4.23650 -2.01140 -1.97256
*
```

Properties
Max |F| in eV Å⁻¹: 0.43
M in g/mol: 269.286
Kohn-Sham gap in eV: 8.0
E_HOMO in eV: -5.36

=====

Density functional theory data (ωB97M-V with the def2-TZVPD basis set) for a single C22H29NO3S molecule.

The geometry in ORCA input format:
```
! wB97M-V def2-TZVPD RIJCOSX def2/J DEFGRID3
* xyz 0 1
C 1.79316 -0.60399 -2.84738
C 2.74265 -1.37946 -1.93615
O 2.33626 -1.38206 -0.58329
C 2.45047 -0.23346 0.14683
C 3.08253 0.92818 -0.26410
C 3.06901 2.06369 0.52992
C 2.42087 2.06076 1.75004
C 2.17054 3.34249 2.49354
C 1.04258 4.10532 1.76512
N -0.01909 3.20468 1.37943
C -0.09246 2.71250 0.12701
O 0.47618 3.20149 -0.82752
C -0.96226 1.48117 -0.07243
S -1.81476 0.85115 1.40509
C -1.88451 -0.93185 0.96744
C -2.48122 -1.14891 -0.38222
C -3.78633 -0.75810 -0.65801
C -4.31895 -0.93949 -1.91873
C -3.56491 -1.51449 -2.93607
C -4.14273 -1.68370 -4.30782
C -2.26260 -1.90514 -2.65504
C -1.72328 -1.72225 -1.39435
C 1.85055 0.87486 2.20501
C 1.86856 -0.27224 1.43270
O 1.31642 -1.46518 1.80341
C 0.91536 -1.63220 3.14901
C 0.53414 -3.09221 3.33927
H 1.71895 0.43726 -2.54194
H 2.15760 -0.64506 -3.87034
H 0.79840 -1.04092 -2.81217
H 3.76750 -0.99866 -2.03120
H 2.74542 -2.43730 -2.21518
H 3.57455 0.97617 -1.22159
H 3.53590 2.96575 0.16676
H 1.86528 3.12879 3.51951
H 3.06235 3.96921 2.51883
H 1.42210 4.54071 0.83865
H 0.63885 4.89776 2.40061
H -0.46228 2.67598 2.11820
H -0.30507 0.68513 -0.42822
H -1.70355 1.68734 -0.84702
H -0.86920 -1.32398 1.01601
H -2.49335 -1.37292 1.75754
H -4.37846 -0.30183 0.12272
H -5.33481 -0.63029 -2.11961
H -3.60899 -2.45065 -4.86385
H -4.06586 -0.74733 -4.86175
H -5.19525 -1.95377 -4.25330
H -1.66267 -2.35681 -3.43275
H -0.70987 -2.03690 -1.18559
H 1.36284 0.86695 3.16784
H 1.74179 -1.36449 3.82167
H 0.05506 -0.98538 3.37544
H 0.22876 -3.26270 4.36775
H 1.38319 -3.72890 3.10669
H -0.28537 -3.35470 2.67557
*
```

Properties
Max |F| in eV Å⁻¹: 0.58
M in g/mol: 387.545
Energy relative to the best compared isomer or geometry (same formula, charge and spin) in eV: 0.092
SMILES string: CCOc1ccc(CCNC(=O)CSCc2ccc(C)cc2)cc1OCC
Kohn-Sham gap in eV: 8.5
E_HOMO in eV: -7.91

=====

Density functional theory data (ωB97M-V with the def2-TZVPD basis set) for C31H69FeN5O5S2Si4 as an isolated structure in a non-equilibrium geometry.

The geometry in ORCA input format:
```
! wB97M-V def2-TZVPD RIJCOSX def2/J DEFGRID3
* xyz 0 5
Fe -0.89525 0.26441 0.05043
C -1.62211 2.66669 2.28436
O -1.49436 1.27477 2.05518
Si -2.70047 0.18206 2.51038
C -4.34830 1.11697 2.36992
C -2.50492 -0.14648 4.37530
C -2.42333 -1.19619 1.31003
Si -1.13606 -2.49230 1.71397
C -1.75438 -3.96998 2.75521
C -0.37759 -3.25284 0.13938
C 0.31881 -1.81943 2.71738
Si -4.02286 -1.93111 0.68814
C -3.82193 -3.47963 -0.40130
C -5.04390 -2.50615 2.19885
C -5.10020 -0.73451 -0.33149
H -1.78383 2.87583 3.34623
H -2.46412 3.06228 1.71648
H -0.70950 3.16062 1.95450
H -4.45286 1.88812 3.13499
H -5.18452 0.42762 2.47430
H -4.43950 1.59418 1.39342
H -2.45530 0.77811 4.95412
H -1.59888 -0.71397 4.58142
H -3.35220 -0.72737 4.74219
H -2.66352 -4.40653 2.34154
H -1.97245 -3.65808 3.77797
H -1.00387 -4.76082 2.80260
H 0.25592 -4.10983 0.37722
H 0.24279 -2.50505 -0.35200
H -1.14234 -3.58126 -0.56395
H 0.04752 -1.65390 3.75909
H 0.65503 -0.87187 2.30456
H 1.15946 -2.51313 2.70871
H -3.25369 -4.26196 0.10177
H -3.31424 -3.23568 -1.33615
H -4.80102 -3.88907 -0.65594
H -4.41284 -3.06055 2.89357
H -5.87607 -3.15175 1.91272
H -5.45744 -1.65885 2.74634
H -4.57005 0.20593 -0.47633
H -6.05656 -0.52203 0.14866
H -5.30658 -1.14802 -1.31860
C 2.62136 3.15443 2.52810
C 2.48144 1.65669 2.80964
C 3.84955 1.08364 3.18033
C 1.51537 1.43424 3.97606
O 1.92931 0.99458 1.64059
Si 2.72593 0.66153 0.24069
S 1.40130 -0.23750 -1.10621
O 3.28831 2.12053 -0.25055
C 4.37891 2.60785 -1.02613
C 4.28847 4.13411 -1.00866
C 5.70845 2.16319 -0.41580
C 4.25238 2.10679 -2.46441
O 4.02695 -0.28784 0.51912
C 4.48904 -1.60200 0.21358
C 5.64351 -1.86305 1.18092
C 3.41207 -2.66447 0.42151
C 4.97111 -1.64174 -1.23829
H 3.00017 3.67082 3.40995
H 1.65596 3.57309 2.24865
H 3.30803 3.30732 1.70328
H 4.20707 1.55869 4.09445
H 4.57294 1.25094 2.38428
H 3.77218 0.00981 3.35221
H 1.63994 2.21866 4.72242
H 1.70523 0.47135 4.44811
H 0.49654 1.43719 3.60769
H 4.42803 4.51956 0.00101
H 3.30838 4.44978 -1.36617
H 5.06110 4.55608 -1.65143
H 5.81983 2.57715 0.58716
H 6.54617 2.49534 -1.02837
H 5.72376 1.08079 -0.33976
H 3.36112 2.53748 -2.91424
H 4.15347 1.02056 -2.46387
H 5.12461 2.39089 -3.05260
H 5.26221 -1.85120 2.20190
H 6.40002 -1.08300 1.09104
H 6.09825 -2.83409 0.98639
H 3.01098 -2.59232 1.43091
H 3.84527 -3.65404 0.27549
H 2.59945 -2.52330 -0.28440
H 5.81623 -0.96823 -1.38552
H 4.15030 -1.34401 -1.89205
H 5.27819 -2.65370 -1.50201
C -4.19702 3.80656 -1.50655
N -2.88235 3.56013 -2.07421
C -2.50610 4.07692 -3.26222
C -1.31714 3.76754 -3.81375
C -0.45239 2.90824 -3.06538
N -0.82191 2.42478 -1.88303
C -2.05226 2.65479 -1.40676
O -2.50154 2.09679 -0.40100
N 0.75568 2.58407 -3.52660
H -4.80652 4.35204 -2.22234
H -4.10537 4.38361 -0.58633
H -4.66107 2.85108 -1.26810
H -3.21242 4.74369 -3.73823
H -1.02951 4.15498 -4.77846
H 0.98435 2.75410 -4.48957
H 1.21222 1.81937 -3.01392
C -3.77062 -2.07608 -4.71293
N -2.53971 -2.42875 -4.05882
C -1.66076 -3.42783 -4.64631
C -0.37304 -3.30026 -3.81586
N -0.62158 -2.09620 -3.04897
C -1.87368 -1.63839 -3.18299
S -2.50301 -0.31823 -2.38510
H -4.44647 -2.93239 -4.73026
H -3.58086 -1.75271 -5.74241
H -4.22713 -1.26007 -4.15757
H -1.49655 -3.21044 -5.70839
H -2.10594 -4.42186 -4.56875
H 0.51229 -3.19165 -4.44357
H -0.22940 -4.16104 -3.15796
H 0.01844 -1.70464 -2.37391
*
```

Properties
Max |F| in eV Å⁻¹: 1.17
M in g/mol: 824.246
Kohn-Sham gap (alpha / beta) in eV: 7.4 / 7.6
E_HOMO (alpha / beta) in eV: -7.06 / -7.29

=====

Among the records above, which one has the highest M? C31H69FeN5O5S2Si4